{
  "formula": "C33H40BiClN5O10Se",
  "method": "ωB97M-V/def2-TZVPD",
  "symbols": ["O", "C", "O", "H", "C", "H", "N", "H", "C", "C", "H", "C", "H", "C", "H", "C", "C", "H", "C", "Cl", "H", "C", "N", "H", "H", "H", "C", "H", "O", "C", "H", "H", "C", "H", "O", "H", "H", "C", "C", "O", "N", "C", "H", "C", "H", "C", "C", "O", "O", "H", "C", "H", "H", "H", "H", "H", "Bi", "C", "C", "N", "C", "C", "H", "Se", "C", "H", "H", "O", "H", "H", "H", "H", "H", "H", "C", "C", "H", "H", "H", "C", "N", "O", "H", "H", "O", "C", "C", "H", "C", "C", "C"],
  "positions_angstrom": [[-1.8377, 2.6441, 2.2142], [0.3843, -4.4537, -3.6109], [-5.2853, 2.1931, -0.6498], [4.6103, 2.9538, 2.7803], [0.6536, -3.1305, -3.2756], [2.1943, 3.9482, -4.7557], [0.7193, 1.8901, 3.6283], [-0.7941, -1.4496, -5.9514], [3.9500, -5.7245, -1.2451], [-0.3540, -2.2684, -5.3404], [3.3734, 5.8155, -0.0851], [2.4294, 3.2644, 2.6874], [3.3965, -4.6299, -2.9942], [3.7928, 3.4887, 2.2824], [-4.5615, 0.4228, 4.6997], [0.6348, 0.9092, 4.5016], [-0.7173, 0.2770, 4.7845], [-6.0188, 2.2801, 1.8534], [-5.1518, -1.0639, 3.2937], [4.2463, 1.9947, 5.0829], [-2.1043, -2.2425, -1.6998], [-0.4753, -3.5911, -5.7557], [0.4066, -0.9023, -3.3588], [-3.7115, -1.8480, -1.0426], [0.9634, 5.5813, 0.6361], [-1.0715, 0.5813, -3.8264], [-3.9895, 2.4806, 3.3781], [5.1232, 4.7130, 1.0921], [-0.7078, -0.7064, 5.5513], [-0.2089, -4.6532, -4.8769], [-1.3955, 2.2382, 2.9624], [4.9877, -4.2816, -2.3973], [1.8667, 1.8685, -5.0016], [-0.0596, 1.2927, -5.7971], [1.5032, -1.1719, 6.6639], [-0.7248, -3.8145, -6.7803], [3.8598, -3.0993, -0.4412], [2.7150, 1.5688, 4.5886], [2.3298, -0.2936, 6.2064], [-4.1415, -1.5275, 2.5557], [1.0592, -2.5892, -2.0391], [0.6806, 0.8825, -5.1333], [0.6178, -5.2801, -2.9411], [3.9799, -4.4990, -2.0594], [0.5388, -1.0945, 6.2892], [-5.3791, 1.3961, 1.6194], [1.7369, 4.9371, 1.0746], [3.5106, -0.2764, 6.5207], [-2.2507, -2.1864, 0.4341], [1.5961, -4.2499, -1.0052], [1.9368, -3.2029, -1.0274], [-0.5324, -5.6347, -5.1542], [3.7245, -2.3581, -2.0315], [-3.3981, 3.7516, 1.6482], [-3.1823, -3.4582, -0.8961], [1.0858, 3.2741, -3.4606], [-2.5779, -0.3337, 1.4808], [-5.0349, 0.4108, 3.7290], [-2.7970, -2.4490, -0.8871], [-4.3304, 1.2238, 2.6888], [1.4157, 4.0354, 2.0329], [4.0714, 4.4413, 1.2963], [2.9172, -6.1434, -1.0545], [1.0377, -0.0953, -0.6411], [0.0430, 0.4712, -3.7673], [-2.6700, 4.2818, 3.1812], [-6.0989, 0.7644, 3.8060], [-1.7005, 0.7144, 4.1469], [1.7368, -2.6292, -0.1195], [0.4224, 1.1335, -2.9531], [4.5098, -5.6414, -0.2869], [4.4680, -6.5141, -1.7735], [-4.9048, 2.9994, 3.6769], [2.6736, 1.4140, -4.4265], [1.4151, 3.2284, -4.5073], [0.8653, -1.2272, -2.1003], [-6.0772, 0.5398, 1.5735], [-3.5141, 2.1838, 4.3626], [0.3780, 3.8398, 2.3653], [1.8886, 0.6714, 5.2156], [2.0157, 2.2603, 3.5914], [-3.6672, 0.8174, 0.0190], [2.3524, 1.9811, -5.9614], [1.1346, 0.0290, -5.6398], [-6.1366, -1.6960, 3.7222], [0.2490, -2.0538, -4.1079], [-3.0245, 3.3919, 2.5958], [0.5979, 3.4948, -5.1515], [3.4445, -3.2134, -1.3980], [3.0945, 5.1204, 0.6477], [-4.7507, 1.5826, 0.2486]],
  "charge": -1,
  "de_lowest_kcal_mol": 45.2,
  "e_lumo_ev": 2.10,
  "homo_lumo_gap_ha": 0.28669,
  "e_homo_ev": -5.70,
  "energy_ev": -146507.5494
}


{
  "formula": "C33H40F4N2O17",
  "method": "ωB97M-V/def2-TZVPD",
  "symbols": ["C", "F", "H", "O", "H", "O", "H", "H", "C", "H", "C", "C", "C", "C", "F", "H", "C", "H", "H", "C", "H", "O", "C", "O", "H", "C", "C", "O", "O", "O", "H", "C", "C", "O", "O", "H", "H", "C", "C", "H", "H", "C", "C", "C", "H", "C", "N", "C", "O", "O", "C", "F", "H", "H", "H", "H", "H", "O", "H", "C", "H", "H", "H", "C", "F", "H", "H", "H", "O", "C", "H", "H", "C", "H", "O", "H", "H", "O", "C", "O", "H", "H", "H", "H", "C", "C", "C", "C", "C", "H", "H", "O", "N", "C", "H", "C"],
  "positions_angstrom": [[-2.2021, 0.8355, 2.2340], [1.3488, -5.4688, -0.0269], [1.1382, -0.8630, 4.0880], [-1.1899, -3.9772, 1.7627], [-1.2437, -3.2584, -2.3981], [3.3185, 1.9794, -4.6760], [3.4768, 5.4947, -2.3397], [-5.7941, -0.1348, -4.1604], [1.1935, -1.7608, -3.5498], [3.2044, 5.7687, -4.7613], [-3.2895, 3.9792, -1.2465], [-2.4795, 3.8350, 0.0005], [-6.7267, -0.6474, -2.2750], [-0.3459, -1.6948, -3.6352], [-7.6366, 0.3235, -2.5252], [1.4668, -2.7965, -3.3530], [3.6245, 3.0620, -4.3093], [-3.3481, -0.4770, 1.4044], [1.2103, 2.5897, 2.7732], [4.1002, 5.2508, -4.4147], [-2.7393, 4.4621, -2.0504], [0.0123, -2.7079, 3.1822], [0.5623, -5.2673, 1.0536], [-6.2989, -3.8592, -3.2143], [1.6532, -1.4245, -4.4747], [-6.2471, -2.6849, -3.0794], [-0.0478, -3.5272, 2.3245], [4.2166, 4.0122, -5.0923], [4.5155, -3.4364, 5.9670], [4.5890, -1.1954, 5.6812], [-4.7138, 0.0297, -2.7601], [2.3332, -0.1840, 2.4558], [1.6489, -0.3883, 1.1052], [-4.2201, 2.8558, 1.2585], [3.4293, 3.5396, -3.0555], [1.1432, 4.1490, -0.6320], [-0.5982, -1.3590, -4.6413], [1.3338, 0.0971, 3.6316], [-0.7760, 2.7450, 1.9983], [0.7867, -1.0400, 1.2135], [3.0217, 0.6569, 2.3862], [-1.2961, 4.4233, 0.2117], [-1.1452, 0.1572, 2.8565], [0.0969, 0.7462, 3.0380], [1.3055, 5.6644, 0.0507], [0.2675, 2.0818, 2.6287], [-2.5082, 1.8910, -1.8941], [-0.5584, 5.3209, -0.7583], [1.0348, -4.1389, 1.7735], [-3.6735, 2.6622, -1.7148], [-0.6024, 4.1370, 1.5102], [5.1855, 6.0149, -4.6887], [-0.7440, 6.3618, -0.5081], [3.2501, -0.3600, -0.3835], [2.0256, -2.7161, -1.2256], [-0.7643, -0.9595, -2.9482], [1.7299, 0.8294, 4.3264], [2.6331, -2.2373, 6.0843], [0.6341, -1.7311, -0.7739], [3.5443, -4.2798, 6.5548], [1.9150, -3.9446, 5.1657], [5.0583, 4.7086, -2.5500], [-1.3413, -0.8577, 3.1668], [-1.0455, -3.0414, -3.4467], [3.6592, -5.5267, 6.0336], [1.3512, 0.5660, 0.6745], [-0.4874, -3.8508, -3.9102], [-0.8420, 5.1091, -1.7837], [0.0286, 4.9684, 2.1076], [1.7578, -0.9178, -2.3867], [2.8876, -1.0957, 2.6694], [-6.4887, -0.6461, -1.2100], [-0.8354, -4.8385, 0.6701], [-0.8361, -4.2684, -0.2591], [-2.6393, 0.8246, -1.4356], [1.4486, -3.7571, 6.8694], [-2.0206, -3.0249, -3.9342], [-7.2741, -1.9053, -2.6325], [4.0570, 4.8228, -2.9676], [-3.4150, 0.2140, 2.0703], [3.1220, -1.8335, 0.5724], [-1.5338, -5.6664, 0.5868], [0.6078, -6.1481, 1.6964], [-4.2131, 4.5251, -1.0882], [2.2503, -3.6131, 6.1499], [-2.0152, 2.1416, 1.7732], [3.9744, -2.1842, 5.8875], [2.5469, -1.0698, 0.0486], [-5.5270, -0.5494, -3.1874], [2.7755, -0.5982, -2.5988], [1.1279, -0.0294, -2.3205], [-5.1538, -1.9236, -3.3369], [0.8973, 5.1262, -0.6963], [-3.0413, 2.9250, 1.0490], [3.7124, -4.3286, 7.6320], [1.6859, -1.6922, -1.0678]],
  "charge": 0,
  "smiles": "CCCCCCCCCc1cc(O)c2c(c1)C(=O)C(CN)=C(CON=O)C2=O.O=C1OC[C@@H](F)O1.O=C1OC[C@@H](F)O1.O=C1OC[C@@H](F)O1.O=C1OC[C@@H](F)O1",
  "e_lumo_ev": -0.80,
  "homo_lumo_gap_ha": 0.31005,
  "e_homo_ev": -9.23,
  "energy_ev": -83524.3021
}


{
  "formula": "C33H40GaN4O4S",
  "method": "ωB97M-V/def2-TZVPD",
  "symbols": ["H", "O", "C", "H", "H", "C", "C", "C", "C", "H", "H", "C", "C", "H", "H", "H", "H", "C", "C", "H", "N", "C", "H", "H", "O", "C", "C", "C", "C", "H", "H", "C", "H", "C", "C", "C", "C", "H", "H", "H", "C", "C", "H", "H", "H", "S", "H", "H", "C", "H", "H", "H", "H", "C", "C", "N", "H", "O", "C", "C", "H", "C", "H", "H", "N", "C", "H", "H", "H", "C", "C", "H", "N", "C", "H", "C", "C", "H", "O", "H", "H", "H", "Ga"],
  "positions_angstrom": [[2.6458, 1.4505, 0.7416], [-0.0784, -2.8024, 0.1890], [-4.5757, 2.5962, -0.8380], [-2.9292, -2.4070, 3.6871], [-1.1441, 1.6508, 1.1112], [-1.8327, 1.4793, -3.9386], [-0.0933, 1.9157, 1.2737], [-1.1961, -3.0536, 0.8212], [-3.6422, -3.6622, 2.1084], [-2.2431, 0.7379, -4.6304], [2.6541, 2.3420, -0.7744], [2.1997, -2.0010, -1.3587], [2.5893, -0.5605, 2.4204], [-3.1075, 3.7972, -3.6271], [0.4908, -3.8195, -3.5552], [4.9739, -0.0765, 1.4140], [-4.5346, 5.4307, -0.9535], [4.7806, 1.0029, 5.0998], [-2.5560, -0.4236, -1.8458], [-0.0626, 2.9130, 1.7245], [1.8770, -2.8969, -2.3213], [3.0394, -3.1127, -3.1745], [-1.0185, 2.8491, -1.0562], [-5.1685, 0.8994, 0.9603], [2.5414, 0.3248, 5.2148], [-2.1248, -3.9477, 0.2520], [0.4671, 0.5347, -0.7547], [-4.0365, 1.3177, -0.7995], [0.6663, 1.9033, -0.0547], [3.9503, -1.6531, -0.4059], [4.6928, 1.3066, 6.1350], [-4.2618, 3.4966, -1.8500], [5.0665, -2.4779, -2.6557], [3.6585, 0.4469, 4.4822], [0.0582, 3.0047, -0.9362], [4.9413, 0.2203, 2.4540], [2.1382, 2.2366, 0.1806], [-0.6461, -1.6401, 3.9062], [-1.5939, 2.3730, -4.5150], [-4.5839, -3.8866, 2.5919], [3.7406, 0.0405, 3.1383], [-4.3999, 0.4207, 0.3519], [4.4540, -3.8365, -1.6794], [-4.7582, -0.5520, 0.0163], [0.3280, 1.2150, 1.9940], [1.3247, 0.3799, -2.3786], [-0.1901, -2.9605, -2.1555], [1.8499, -0.0719, 4.6179], [-3.3843, 3.0970, -2.8463], [-1.8772, -4.3767, -0.7107], [-4.5337, 5.4475, -2.7188], [3.0229, -4.0972, -3.6405], [2.2280, 3.1723, 0.7425], [6.0492, 0.7752, 3.0660], [-3.3197, -4.2285, 0.8714], [1.4502, -0.6491, 3.0785], [-4.0237, -4.8974, 0.3889], [2.7452, -0.9595, 1.2148], [-2.7223, -2.8311, 2.7094], [-2.8204, 1.8254, -2.8560], [-0.6074, 0.4960, -0.9437], [0.5681, -2.9236, -2.9357], [6.9690, 0.9121, 2.5129], [-5.9403, 4.8435, -1.8350], [0.4948, -1.2246, 2.2654], [-4.8491, 4.8811, -1.8429], [0.4168, -2.0199, -3.5358], [-5.2524, 2.9020, -0.0463], [0.2085, 3.9895, -0.4802], [4.1795, -2.9036, -2.1862], [-3.1608, 0.9295, -1.8313], [-2.0337, -0.7003, -2.7779], [3.5397, -1.9800, -1.2649], [-0.5308, -1.7381, 2.8250], [6.8172, 1.6023, 4.8952], [-1.5063, -2.5159, 2.0922], [5.9594, 1.1635, 4.3991], [0.5219, 2.9970, -1.9238], [-2.5920, -1.2009, -0.9201], [3.0640, -2.3368, -3.9535], [-3.5296, 0.2117, 0.9752], [-0.8908, 1.0836, -3.5411], [0.9895, -1.1898, 0.1266]],
  "charge": -1,
  "de_lowest_kcal_mol": 0.0,
  "e_lumo_ev": 2.71,
  "homo_lumo_gap_ha": 0.22102,
  "e_homo_ev": -3.30,
  "energy_ev": -112235.6773
}